{
  "formula": "C4H7NS",
  "method": "the ωB97M-V functional and the def2-TZVPD basis",
  "fmax_ev_per_a": 4.39,
  "energy_ev": -16582.5539,
  "charge": 0,
  "homo_energy_ev": -8.147,
  "multiplicity": 1,
  "homo_lumo_gap_ha": 0.3291,
  "mol_weight_g_mol": 101.17,
  "smiles": "C=CSN.C#C",
  "symbols": ["S", "N", "C", "C", "C", "C", "H", "H", "H", "H", "H", "H", "H"],
  "xyz": [[-0.692, 0.064, 0.177], [0.926, -0.335, 0.604], [-0.815, -2.602, 0.281], [-1.191, -2.704, 1.431], [-0.497, 1.484, -0.686], [0.566, 2.185, -1.205], [1.620, -0.067, -0.100], [1.166, -0.012, 1.570], [-1.333, -2.370, 2.455], [1.626, 1.933, -1.168], [-0.318, -2.549, -0.700], [-1.423, 1.856, -0.900], [0.366, 3.118, -1.758]]
}